No. 1
81
Properties=species:S:1:pos:R:3 method="wB97M-V/def2-TZVPD" relative_energy_kcal_mol=17.00 e_tot_ha=-2886.55155 molar_mass_g_mol=813.07 homo_energy_ha=-0.070 total_charge=-2
Rb 0.0963 0.8499 -1.3657
C -3.2445 2.4332 -2.4338
N -1.9801 2.9771 -2.8713
C -1.7476 4.2923 -2.3038
C -1.8596 3.0064 -4.3169
C -2.0696 1.6682 -5.0181
N -1.3116 0.6330 -4.3602
C -1.0267 -0.4932 -4.9793
C -0.3476 -1.5145 -4.2286
F -0.1267 -1.2421 -2.9189
C 0.0553 -2.7155 -4.7316
F 0.6965 -3.5792 -3.8997
C -0.1741 -3.0929 -6.0524
C -0.8637 -2.1559 -6.8011
F -1.1551 -2.4395 -8.0997
C -1.2825 -0.9368 -6.3166
F -1.9755 -0.1315 -7.1763
H -4.1075 2.9971 -2.8397
H -3.2997 2.4766 -1.3441
H -3.3296 1.3911 -2.7460
H -2.5338 5.0122 -2.6060
H -0.7894 4.6780 -2.6575
H -1.6965 4.2572 -1.2169
H -0.8543 3.3720 -4.5478
H -2.5774 3.7367 -4.7469
H -1.8020 1.8344 -6.0673
H -3.1480 1.4378 -5.0275
H 0.1504 -4.0396 -6.4566
O -0.8036 5.1241 0.8863
C -0.5186 3.9679 1.2278
O -0.0919 3.0080 0.5281
C -0.6934 3.5807 2.7020
C -0.9022 4.6006 3.6251
C -0.9944 4.3332 4.9814
C -0.8809 3.0204 5.4259
C -0.6944 1.9956 4.5092
C -0.6107 2.2468 3.1363
P -0.2919 0.8815 1.8922
C 1.5466 0.8073 2.2052
C 2.1136 -0.0278 3.1705
C 3.4864 -0.0830 3.3654
C 4.3287 0.7240 2.6112
C 3.7789 1.5853 1.6739
C 2.4047 1.6288 1.4662
C -0.9220 -0.6145 2.8119
C -0.3686 -1.8885 2.6512
C -1.0130 -3.0253 3.1301
C -2.2379 -2.9214 3.7730
C -2.8206 -1.6674 3.9161
C -2.1734 -0.5365 3.4357
H -0.9781 5.6075 3.2341
H -1.1448 5.1397 5.6904
H -0.9313 2.7932 6.4856
H -0.6048 0.9777 4.8706
H 1.4782 -0.6554 3.7814
H 3.8959 -0.7688 4.0984
H 5.4023 0.6748 2.7512
H 4.4215 2.2186 1.0744
H 1.9920 2.3085 0.7357
H 0.5574 -1.9939 2.0987
H -0.5646 -4.0018 2.9868
H -2.7387 -3.8087 4.1417
H -3.7877 -1.5680 4.3958
H -2.6557 0.4289 3.5439
F -0.4100 -5.3535 -0.3139
C 0.7439 -4.8771 0.1794
C 1.3755 -3.8487 -0.3883
N 2.5747 -3.3574 0.0850
C 3.1331 -2.1487 -0.5380
C 2.1602 -0.9746 -0.5848
O 2.5995 0.0407 -1.1629
O 1.0303 -1.1631 -0.0582
C 3.1539 -3.8674 1.2213
O 4.2021 -3.4817 1.7020
N 2.4468 -4.9156 1.7934
C 1.2622 -5.5071 1.3706
O 0.7763 -6.4482 1.9714
H 0.9656 -3.3580 -1.2624
H 3.4361 -2.3783 -1.5605
H 4.0112 -1.8660 0.0338
H 2.8607 -5.2996 2.6290

=====

No. 2
80
Properties=species:S:1:pos:R:3 method="wB97M-V/def2-TZVPD" relative_energy_kcal_mol=13.85 e_tot_ha=-2788.14550 molar_mass_g_mol=800.57 homo_energy_ha=-0.284 total_charge=0
In 0.1138 0.6665 -0.6529
C -2.6277 1.7774 -4.1523
C -1.7025 1.1226 -3.1782
N -1.3863 1.6552 -2.0563
N -1.8293 2.9191 -1.8011
C -2.0137 3.1947 -0.5196
N -2.2502 4.5065 -0.2680
S -1.9956 2.0858 0.7851
C -1.0727 -0.1760 -3.5241
C -1.2478 -0.7305 -4.7871
C -0.5968 -1.9079 -5.1102
C 0.2138 -2.5071 -4.1629
C 0.3302 -1.8965 -2.9269
N -0.3008 -0.7685 -2.6067
H -3.1552 2.5883 -3.6631
H -3.3478 1.0600 -4.5487
H -2.0648 2.1922 -4.9936
H -2.3819 5.1254 -1.0496
H -2.6144 4.7587 0.6317
H -1.8697 -0.2314 -5.5155
H -0.7129 -2.3440 -6.0945
H 0.7590 -3.4167 -4.3732
H 0.9711 -2.3169 -2.1632
C 2.2769 4.7794 -1.1888
C 3.0854 4.7938 -0.0614
C 2.9139 3.8310 0.9139
C 1.9273 2.8611 0.7492
N 1.1814 2.8383 -0.3577
C 1.3464 3.7680 -1.3029
C 1.6357 1.8017 1.7628
C 2.0832 1.9552 3.0763
C 1.7610 1.0244 4.0501
C 0.9763 -0.0703 3.7131
C 0.5303 -0.2195 2.4056
C 0.8477 0.7009 1.4058
H 2.3835 5.5147 -1.9739
H 3.8528 5.5490 0.0527
H 3.5522 3.8211 1.7853
H 0.7130 3.6795 -2.1740
H 2.6656 2.8228 3.3609
H 2.1083 1.1604 5.0667
H 0.7110 -0.8018 4.4690
H -0.0645 -1.0969 2.1671
C 2.6470 -2.4731 1.1794
C 3.0486 -1.7274 -0.0442
N 2.3138 -0.8823 -0.7443
C 3.1205 -0.4174 -1.7614
C 4.3548 -1.0008 -1.6761
N 4.2807 -1.8246 -0.5869
C 5.6411 -0.9642 -2.4291
O 5.7011 -0.2056 -3.4934
O 6.5651 -1.6342 -2.0192
C 2.6158 0.6162 -2.7153
O 3.3148 0.8862 -3.7104
O 1.5088 1.1500 -2.4327
H 1.5633 -2.5358 1.2332
H 2.9930 -1.9556 2.0760
H 3.0660 -3.4809 1.1744
H 5.0686 -2.3717 -0.2728
H 4.8172 0.2783 -3.6444
N -6.5851 -2.6936 7.1030
C -5.8966 -2.6131 6.1863
C -5.0313 -2.5180 5.0334
C -4.7495 -3.6524 4.2786
C -3.9279 -3.5614 3.1701
C -3.3777 -2.3377 2.8203
C -3.6458 -1.2015 3.5740
C -4.4778 -1.2920 4.6744
N -2.5323 -2.2382 1.6838
C -1.6869 -3.2095 1.1771
C -1.0280 -2.6205 0.1467
N -1.4475 -1.3100 0.0020
C -2.3420 -1.1199 0.9390
H -5.1867 -4.6025 4.5535
H -3.7428 -4.4390 2.5656
H -3.1907 -0.2523 3.3208
H -4.6893 -0.4122 5.2675
H -1.6134 -4.1962 1.5995
H -0.2867 -3.0567 -0.5013
H -2.8874 -0.2002 1.0842

=====

No. 3
74
Properties=species:S:1:pos:R:3 method="wB97M-V/def2-TZVPD" relative_energy_kcal_mol=0.00 e_tot_ha=-5205.70555 molar_mass_g_mol=792.96 multiplicity=3 homo_energy_ha="-0.271 / -0.279" total_charge=0
Pd -0.2379 -1.1513 -0.3372
Cl -0.7164 -4.4073 -4.0331
C -1.9593 -3.9798 -2.8961
C -3.2817 -4.3824 -3.1730
C -4.2795 -4.1470 -2.2841
Cl -5.9058 -4.6508 -2.6613
C -3.9982 -3.5263 -1.0427
C -4.9506 -3.3233 -0.0224
C -4.5607 -2.7777 1.1666
C -3.2155 -2.4012 1.3317
N -2.3147 -2.5307 0.3911
C -2.6741 -3.1062 -0.7874
C -1.6121 -3.3043 -1.7428
O -0.3835 -2.9201 -1.4668
H -3.4944 -4.8916 -4.1050
H -5.9778 -3.6204 -0.1884
H -5.2650 -2.6319 1.9763
H -2.8781 -1.9618 2.2676
C 2.3779 -2.2804 -2.1726
Si 1.2193 -0.8619 -2.1635
C 0.0021 -0.6910 -3.5305
C 2.1776 0.7179 -2.0888
C 1.4847 1.9299 -1.9807
C 2.1689 3.1364 -1.9278
C 3.5591 3.1497 -1.9955
C 4.2594 1.9565 -2.1276
C 3.5717 0.7485 -2.1698
H 2.9995 -2.2254 -3.0799
H 1.8112 -3.2139 -2.1834
H 3.0363 -2.2632 -1.2979
H 0.2228 0.2091 -4.1124
H -1.0032 -0.5943 -3.1159
H 0.0295 -1.5697 -4.1784
H 0.3991 1.9235 -1.9415
H 1.6181 4.0680 -1.8382
H 4.0961 4.0912 -1.9489
H 5.3432 1.9666 -2.1895
H 4.1335 -0.1800 -2.2573
O -1.5540 0.4254 -1.0435
O -2.5255 0.6007 1.0850
C 4.7641 2.4111 1.8910
C 4.6194 1.1598 1.3067
C 3.3512 0.6590 1.0451
C 2.2233 1.4058 1.3697
C 2.3692 2.6556 1.9661
C 3.6385 3.1556 2.2238
As 0.4927 0.6128 1.0776
C -0.7196 1.9991 0.5325
C -1.9445 1.2934 -0.0336
C -2.9598 2.2540 -0.5886
C -2.6873 3.5630 -0.7691
C -1.4355 4.1113 -0.3696
C -0.4693 3.3084 0.2814
C 0.0982 0.0553 2.9090
C 0.3321 0.8875 3.9972
C 0.1394 0.4228 5.2906
C -0.2784 -0.8830 5.5075
C -0.5141 -1.7202 4.4256
C -0.3263 -1.2520 3.1309
H 5.7537 2.8055 2.0923
H 5.4941 0.5755 1.0459
H 3.2387 -0.3148 0.5850
H 1.5025 3.2341 2.2550
H 3.7464 4.1289 2.6878
H -3.2810 0.1087 0.7375
H -3.9115 1.8218 -0.8845
H -3.4283 4.2139 -1.2212
H -1.2184 5.1554 -0.5645
H 0.4807 3.7528 0.5499
H 0.6603 1.9050 3.8438
H 0.3226 1.0823 6.1312
H -0.4154 -1.2486 6.5192
H -0.8405 -2.7406 4.5874
H -0.5193 -1.9083 2.3070

=====

No. 4
69
Properties=species:S:1:pos:R:3 method="wB97M-V/def2-TZVPD" relative_energy_kcal_mol=65.29 e_tot_ha=-2422.48254 molar_mass_g_mol=740.04 homo_energy_ha=-0.233 total_charge=0
C -0.7514 -2.2733 2.1235
C -0.6131 -2.9468 0.8486
C 0.8157 -3.1491 0.6079
H -1.4279 -3.1706 0.1592
C 1.5403 -2.6025 1.7482
C 0.5793 -2.0856 2.6871
H 0.8037 -1.5750 3.6222
H -1.6737 -1.8789 2.5351
H 1.2730 -3.5865 -0.2847
H 2.6197 -2.5265 1.8367
Bi 0.3520 -0.7078 0.6868
Cl 2.4407 0.4735 0.8262
P 0.4271 -0.5954 -1.7655
C 1.6529 -1.6616 -2.4688
C 1.3513 -2.3654 -3.6404
H 0.3446 -2.3419 -4.0503
C 2.3395 -3.1053 -4.2865
H 2.0913 -3.6549 -5.1920
C 3.6382 -3.1382 -3.7805
H 4.4076 -3.7162 -4.2882
C 3.9463 -2.4217 -2.6233
H 4.9598 -2.4339 -2.2285
C 2.9647 -1.6882 -1.9699
H 3.2091 -1.1224 -1.0740
C -1.1819 -1.0834 -2.3388
C -1.6377 -2.4093 -2.2546
H -1.0001 -3.1827 -1.8318
C -2.9032 -2.7418 -2.7231
H -3.2442 -3.7730 -2.6615
C -3.7289 -1.7609 -3.2729
H -4.7192 -2.0222 -3.6373
C -3.2798 -0.4428 -3.3505
H -3.9186 0.3278 -3.7721
C -2.0169 -0.1020 -2.8882
H -1.6685 0.9270 -2.9458
C 0.7516 1.0431 -2.2962
C 1.2586 1.1649 -3.5911
H 1.5058 0.2754 -4.1655
C 1.4630 2.4235 -4.1481
H 1.8625 2.5020 -5.1562
C 1.1646 3.5700 -3.4174
H 1.3266 4.5528 -3.8520
C 0.6582 3.4515 -2.1196
H 0.4282 4.3446 -1.5414
C 0.4470 2.1996 -1.5625
H 0.0541 2.1124 -0.5490
C 0.5871 5.0292 2.9550
C 1.2010 4.3382 1.9155
C 0.9027 3.0084 1.6737
C -0.0297 2.2180 2.4512
C -0.6317 3.0062 3.4779
C -0.3385 4.3462 3.7378
N -0.3696 0.9202 2.3124
C -1.1267 0.3723 3.3507
C -0.5332 0.1774 4.6373
C -1.2696 -0.2159 5.7347
C -2.6434 -0.4338 5.6150
C -3.2687 -0.2327 4.3873
C -2.5474 0.1647 3.2757
H 0.8178 6.0705 3.1516
H 1.9258 4.8691 1.2891
H 1.4717 2.5991 0.8203
H -1.3806 2.5828 4.1576
H -0.8373 4.8723 4.5581
H 0.5401 0.3709 4.7372
H -0.7732 -0.3559 6.7013
H -3.2178 -0.7516 6.4917
H -4.3507 -0.3910 4.3061
H -3.0400 0.3329 2.3094